Here is a structure of composition C3H2N2O2 at a distorted geometry from OMol25. Energies are from ωB97M-V with the def2-TZVPD basis set.

Last column: Mulliken charge in e.
Cartesian coordinates (Å):
N -0.2386 -1.4340 1.9490  -0.49
C -0.0775 -0.9487 0.8357  0.63
O 0.2072 1.0494 0.2532  -0.38
C 0.0243 0.9080 -1.0912  0.38
O 0.8878 1.8814 -1.1566  -0.36
C 0.2278 -1.2075 -0.4960  -0.02
N 0.4037 -0.5385 -1.5032  -0.40
H -0.4438 -0.7681 2.6925  0.32
H -0.9909 1.0581 -1.4834  0.32

Calculated values
Orbital gap (alpha / beta)   7.949 / 7.353 eV
Largest force on an atom   1.40 eV/A
Energy relative to the best compared isomer or geometry (same formula, charge and spin)   685.5 kJ/mol